The following is a DFT calculation (ωB97M-V with the def2-TZVPD basis set) of a cluster of 2 separate species, C2H6N3 in total.

XYZ file:
```
11
Properties=species:S:1:pos:R:3:forces:R:3
C -1.474067 1.343231 0.032607 1.79 2.10 -0.16
C -1.065248 0.014310 -0.463186 -4.32 2.85 5.71
N -1.835629 -0.014095 0.587234 3.14 2.34 -3.45
N 2.008541 -1.316801 -0.401391 -1.91 -3.51 -3.23
N 2.458943 -0.402339 0.191364 0.30 3.29 2.53
H -0.624190 1.996146 0.547128 -2.04 -1.70 -0.79
H -2.214132 1.972313 -0.581852 0.79 -1.35 1.24
H -2.276844 -0.398178 1.376710 -0.74 -1.14 0.96
H 2.583907 -2.174091 -0.665278 0.15 0.87 1.01
H -0.932570 -0.554238 -1.251214 1.67 -3.21 -3.54
H 3.371292 -0.466254 0.627877 1.17 -0.54 -0.30
```
Positions in Å, forces in eV/Å.

The calculation puts the relative energy (zero: lowest compared OMol25 entry of this formula, charge and spin) at 596.4 kJ/mol. As for the HOMO-LUMO gap: 0.240 Eh. Its charge is +1.